A 6-piece molecular cluster, C32H52Cl3N2O18PS2 overall in a non-equilibrium geometry, computed with wB97M-V/def2-TZVPD.

Computed properties:
- Charge: 0
- Energy: -142372.32785 eV
- SMILES string: C[C@H](Cl)Cc1c(CC(=O)Cl)c(P(C)C)c2nsnc2c1CCCCS(=O)(=O)Cl.COC(=O)OC.COC(=O)OC.COC(=O)OC.COC(=O)OC.COC(=O)OC

CARTESIAN COORDINATES (ANGSTROEM)
1 C 3.28 -2.19 -0.69
2 C 1.63 -1.99 -0.57
3 Cl 1.20 -2.61 1.16
4 C 0.79 -2.84 -1.70
5 C -0.28 -1.93 -2.58
6 C -1.90 -1.97 -2.19
7 C -2.46 -2.86 -0.92
8 C -2.38 -1.86 0.40
9 O -1.60 -0.76 0.28
10 Cl -3.28 -2.12 2.00
11 C -3.03 -1.07 -3.05
12 P -4.87 -1.12 -2.56
13 C -5.15 -0.31 -0.81
14 C -5.99 -0.11 -3.74
15 C -2.50 -0.15 -4.31
16 N -3.25 0.77 -5.27
17 S -2.25 1.51 -6.50
18 N -0.75 0.74 -5.91
19 C -0.91 -0.15 -4.70
20 C 0.23 -0.99 -3.87
21 C 1.82 -1.00 -4.25
22 C 2.43 0.45 -4.71
23 C 2.69 1.49 -3.43
24 C 1.33 2.28 -2.95
25 S 1.46 2.98 -1.17
26 O 0.02 2.89 -0.54
27 O 1.85 4.48 -1.15
28 Cl 2.68 1.77 0.06
29 H 3.86 -1.28 -0.18
30 H 3.64 -2.42 -1.78
31 H 3.55 -3.15 -0.04
32 H 1.35 -0.84 -0.57
33 H 1.59 -3.31 -2.45
34 H 0.30 -3.76 -1.15
35 H -1.83 -3.83 -0.71
36 H -3.58 -3.24 -1.07
37 H -5.14 -1.11 0.05
38 H -4.41 0.59 -0.61
39 H -6.23 0.18 -0.88
40 H -7.11 0.00 -3.36
41 H -5.94 -0.49 -4.85
42 H -5.55 1.00 -3.76
43 H 2.50 -1.38 -3.35
44 H 1.94 -1.76 -5.16
45 H 1.86 0.99 -5.58
46 H 3.52 0.23 -5.13
47 H 3.26 0.93 -2.58
48 H 3.43 2.32 -3.86
49 H 0.35 1.64 -2.96
50 H 1.19 3.24 -3.63
51 C -0.43 10.39 -0.09
52 O -0.51 9.10 -0.69
53 C -0.71 8.08 0.19
54 O -0.82 8.20 1.40
55 O -0.76 6.92 -0.51
56 C -0.97 5.76 0.29
57 H -0.27 11.12 -0.89
58 H -1.37 10.64 0.42
59 H 0.41 10.44 0.60
60 H -1.93 5.82 0.82
61 H -0.14 5.63 1.00
62 H -0.99 4.89 -0.37
63 C 4.64 -4.34 7.10
64 O 3.44 -3.63 6.82
65 C 3.20 -3.43 5.50
66 O 3.91 -3.81 4.58
67 O 2.03 -2.75 5.38
68 C 1.65 -2.47 4.03
69 H 4.74 -4.44 8.18
70 H 4.61 -5.34 6.66
71 H 5.51 -3.79 6.73
72 H 1.49 -3.40 3.48
73 H 2.40 -1.85 3.54
74 H 0.70 -1.93 4.06
75 C -8.81 -4.66 3.55
76 O -7.90 -3.56 3.57
77 C -7.01 -3.60 4.59
78 O -6.93 -4.47 5.45
79 O -6.21 -2.51 4.49
80 C -5.21 -2.42 5.51
81 H -9.48 -4.52 2.70
82 H -8.28 -5.60 3.43
83 H -9.42 -4.67 4.47
84 H -4.53 -3.27 5.46
85 H -5.67 -2.34 6.50
86 H -4.63 -1.51 5.33
87 C 6.44 -10.93 5.76
88 O 5.50 -10.11 5.07
89 C 5.93 -8.85 4.83
90 O 7.01 -8.39 5.14
91 O 4.94 -8.19 4.18
92 C 5.25 -6.83 3.86
93 H 6.00 -11.92 5.90
94 H 7.36 -11.05 5.16
95 H 6.67 -10.51 6.74
96 H 6.11 -6.79 3.19
97 H 5.43 -6.25 4.77
98 H 4.39 -6.40 3.34
99 C 0.41 8.22 -3.52
100 O 0.70 8.36 -4.91
101 C 0.82 9.64 -5.32
102 O 0.70 10.64 -4.62
103 O 1.09 9.63 -6.65
104 C 1.24 10.93 -7.23
105 H 0.34 7.15 -3.30
106 H 1.22 8.64 -2.91
107 H -0.55 8.69 -3.27
108 H 2.08 11.46 -6.78
109 H 0.32 11.51 -7.13
110 H 1.45 10.80 -8.30

Atomic partial charges in e from the Löwdin method, atoms 1 to 8: C -0.151; C -0.598; Cl 0.602; C -0.179; C -0.013; C -0.080; C -0.133; C -0.606

***

One molecule with the formula C10H20OSi in a non-equilibrium geometry, computed with wB97M-V/def2-TZVPD.

Computed properties:
- Relative energy (zero: lowest compared OMol25 entry of this formula, charge and spin): 2.7 kcal per mole
- Charge: 0
- SMILES string: C[Si](C)(C)OC=C1CCCCC1

CARTESIAN COORDINATES (ANGSTROEM)
1 C 2.83 2.21 -2.03
2 Si 1.87 0.64 -1.73
3 C 2.98 -0.87 -1.85
4 C 0.60 0.39 -3.05
5 O 1.29 0.68 -0.17
6 C -0.04 0.87 0.03
7 C -0.78 0.34 1.03
8 C -2.24 0.73 1.24
9 C -3.14 -0.52 1.47
10 C -2.54 -1.46 2.55
11 C -1.03 -1.80 2.33
12 C -0.18 -0.55 2.08
13 H 2.07 2.98 -2.09
14 H 3.53 2.45 -1.22
15 H 3.38 2.18 -2.96
16 H 2.60 -1.65 -1.17
17 H 3.08 -1.19 -2.88
18 H 3.97 -0.61 -1.48
19 H 1.05 0.03 -3.96
20 H 0.19 1.39 -3.27
21 H -0.19 -0.27 -2.71
22 H -0.45 1.56 -0.69
23 H -2.57 1.31 0.35
24 H -2.32 1.42 2.09
25 H -3.21 -1.08 0.56
26 H -4.16 -0.27 1.70
27 H -2.66 -1.06 3.57
28 H -3.14 -2.38 2.65
29 H -0.67 -2.33 3.27
30 H -0.94 -2.46 1.46
31 H 0.86 -0.77 1.86
32 H -0.07 0.06 3.00

Atomic partial charges in e from the natural (NBO) method, atoms 1 to 8: C -1.141; Si 1.890; C -1.131; C -1.149; O -0.854; C 0.130; C -0.061; C -0.418

***

A 5-piece molecular cluster, C4H18N2O6 overall in a non-equilibrium geometry, computed with wB97M-V/def2-TZVPD.

Computed properties:
- Relative energy (zero: lowest compared OMol25 entry of this formula, charge and spin): 43.0 kcal per mole
- Charge: 0
- SMILES string: NC(=O)[C@H](N)CCO.O.O.O.O

CARTESIAN COORDINATES (ANGSTROEM)
1 N -2.00 -2.09 -0.86
2 C -1.28 -1.08 -1.51
3 O -1.18 -0.95 -2.75
4 C -0.45 -0.26 -0.56
5 N -0.71 1.18 -1.00
6 C 1.19 -0.58 -0.75
7 C 2.21 0.44 0.07
8 O 1.83 1.83 0.09
9 H -2.32 -2.01 0.02
10 H -2.38 -2.87 -1.36
11 H -0.56 -0.20 0.57
12 H -1.50 1.76 -0.81
13 H -0.48 1.22 -2.02
14 H 1.39 -0.52 -1.83
15 H 1.28 -1.62 -0.35
16 H 2.18 0.13 1.19
17 H 3.19 0.42 -0.48
18 H 1.04 1.94 -0.47
19 O -1.92 -1.81 2.38
20 H -1.37 -1.19 2.83
21 H -1.45 -2.66 2.43
22 O 0.68 2.44 2.47
23 H 1.53 2.14 2.35
24 H 0.20 2.50 1.63
25 O 0.26 -0.26 3.88
26 H 0.47 0.62 3.57
27 H 0.93 -0.36 4.56
28 O -0.46 0.91 -4.53
29 H -0.66 0.37 -3.80
30 H 0.35 0.56 -4.94

Atomic partial charges in e from the natural (NBO) method, atoms 1 to 8: N -0.807; C 0.682; O -0.648; C -0.155; N -0.911; C -0.417; C -0.066; O -0.782

***

A 4-piece molecular cluster, C15H31N3O8Si overall in a non-equilibrium geometry, computed with wB97M-V/def2-TZVPD.

Computed properties:
- Charge: 0
- Energy: -44780.37646 eV
- SMILES string: CC(=O)OC(=O)C[SiH2]CC(=O)O.CN(C)C=O.CN(C)C=O.CN(C)C=O

CARTESIAN COORDINATES (ANGSTROEM)
1 C -3.63 5.65 1.30
2 C -4.45 4.24 1.19
3 O -5.81 4.31 1.17
4 O -3.87 2.89 1.14
5 C -3.24 2.63 -0.20
6 O -2.98 3.60 -1.08
7 C -2.80 1.08 -0.50
8 Si -3.25 0.41 -2.24
9 C -4.01 1.69 -3.45
10 C -2.80 2.58 -4.18
11 O -2.86 3.93 -4.31
12 O -1.59 1.92 -4.78
13 H -2.47 5.49 1.55
14 H -4.13 6.46 1.99
15 H -3.63 6.12 0.20
16 H -1.66 0.98 -0.21
17 H -3.38 0.40 0.29
18 H -4.17 -0.75 -2.15
19 H -2.00 -0.14 -2.81
20 H -4.79 2.44 -2.98
21 H -4.54 1.12 -4.36
22 H -0.84 2.00 -4.10
23 C 1.89 -2.94 -0.89
24 N 0.48 -2.60 -0.97
25 C -0.45 -3.60 -1.45
26 C 0.01 -1.36 -0.60
27 O -1.16 -1.01 -0.64
28 H 2.25 -3.21 -1.89
29 H 2.01 -3.80 -0.22
30 H 2.48 -2.10 -0.51
31 H -0.96 -3.21 -2.34
32 H -1.19 -3.79 -0.67
33 H 0.07 -4.53 -1.70
34 H 0.81 -0.68 -0.25
35 C 0.54 3.24 4.04
36 N 0.11 2.56 2.84
37 C -1.06 3.05 2.14
38 C 0.77 1.46 2.34
39 O 0.46 0.84 1.34
40 H -0.27 3.21 4.78
41 H 0.77 4.28 3.80
42 H 1.43 2.77 4.47
43 H -1.81 2.26 2.10
44 H -0.77 3.32 1.12
45 H -1.48 3.92 2.65
46 H 1.65 1.17 2.95
47 C 6.63 -5.70 0.37
48 N 5.41 -4.94 0.53
49 C 5.46 -3.49 0.41
50 C 4.20 -5.54 0.81
51 O 3.13 -4.96 0.96
52 H 7.36 -5.37 1.12
53 H 7.03 -5.51 -0.63
54 H 6.45 -6.77 0.49
55 H 5.12 -3.04 1.34
56 H 4.79 -3.19 -0.40
57 H 6.48 -3.16 0.19
58 H 4.28 -6.64 0.89

Atomic partial charges in e from the natural (NBO) method, atoms 1 to 8: C -0.738; C 0.790; O -0.547; O -0.567; C 0.806; O -0.604; C -0.994; Si 1.167

***

A 9-piece molecular cluster, C41H105ClN7O17 overall in a non-equilibrium geometry, computed with wB97M-V/def2-TZVPD.

Computed properties:
- Charge: -1
- Energy: -101964.91389 eV

CARTESIAN COORDINATES (ANGSTROEM)
1 Cl 0.27 -0.94 0.01
2 O 0.18 -0.43 1.35
3 O 1.09 -2.13 -0.07
4 O -1.05 -1.30 -0.40
5 O 0.77 0.14 -0.82
6 C 0.71 5.19 1.43
7 C 0.28 3.78 1.02
8 C 0.11 3.54 -0.46
9 O 1.23 2.89 1.52
10 H 0.14 5.87 0.79
11 H 1.76 5.43 1.25
12 H 0.45 5.40 2.47
13 H -0.59 3.54 1.63
14 H 1.03 3.39 -1.02
15 H -0.36 4.31 -1.07
16 H -0.64 2.74 -0.52
17 H 1.00 2.06 1.11
18 C 3.23 -4.99 1.40
19 O 4.36 -4.88 2.25
20 C 5.32 -3.88 1.89
21 C 6.70 -4.17 2.43
22 N 7.11 -5.48 1.88
23 C 8.17 -6.19 2.64
24 C 7.72 -6.89 3.96
25 O 6.92 -8.00 3.54
26 C 6.23 -8.61 4.66
27 H 2.63 -4.08 1.37
28 H 2.53 -5.80 1.63
29 H 3.59 -5.22 0.40
30 H 4.99 -2.92 2.30
31 H 5.33 -3.78 0.81
32 H 6.67 -4.25 3.52
33 H 7.37 -3.32 2.30
34 H 6.30 -6.06 2.01
35 H 9.03 -5.61 2.96
36 H 8.57 -6.95 1.97
37 H 7.24 -6.10 4.54
38 H 8.61 -7.32 4.40
39 H 5.53 -7.86 5.02
40 H 6.98 -8.86 5.41
41 H 5.67 -9.48 4.31
42 C 3.86 -3.39 -4.36
43 O 2.53 -2.85 -4.36
44 C 1.85 -3.00 -3.13
45 C 0.36 -2.80 -3.37
46 N 0.08 -1.40 -3.80
47 C -1.28 -1.16 -4.21
48 C -1.67 -1.94 -5.50
49 O -0.73 -1.64 -6.59
50 C -1.18 -2.25 -7.80
51 H 4.34 -3.43 -5.34
52 H 3.85 -4.43 -4.01
53 H 4.56 -2.80 -3.77
54 H 2.22 -2.22 -2.46
55 H 2.15 -3.96 -2.72
56 H -0.19 -3.12 -2.49
57 H 0.07 -3.51 -4.15
58 H 0.25 -0.93 -2.92
59 H -1.43 -0.10 -4.41
60 H -2.06 -1.40 -3.48
61 H -2.68 -1.60 -5.74
62 H -1.77 -2.99 -5.21
63 H -0.58 -1.88 -8.63
64 H -2.21 -1.97 -8.05
65 H -1.02 -3.33 -7.81
66 C -1.75 3.85 -5.46
67 O -0.28 3.95 -5.61
68 C 0.16 5.29 -5.83
69 C 1.68 5.31 -6.09
70 N 2.49 4.57 -5.10
71 C 2.44 5.26 -3.81
72 C 3.37 4.68 -2.72
73 O 3.02 3.26 -2.73
74 C 3.64 2.61 -1.67
75 H -2.23 3.96 -6.43
76 H -2.14 4.59 -4.77
77 H -1.89 2.84 -5.09
78 H -0.07 5.95 -4.99
79 H -0.30 5.63 -6.75
80 H 2.07 6.32 -6.17
81 H 1.89 4.91 -7.08
82 H 3.44 4.76 -5.40
83 H 1.43 5.35 -3.42
84 H 2.87 6.24 -4.02
85 H 3.22 5.22 -1.78
86 H 4.39 4.82 -3.08
87 H 3.15 1.65 -1.52
88 H 3.50 3.19 -0.76
89 H 4.70 2.41 -1.84
90 C -4.67 -1.94 3.86
91 O -3.96 -0.74 4.18
92 C -2.65 -0.73 3.64
93 C -2.03 0.66 3.84
94 N -1.92 0.93 5.27
95 C -1.34 2.19 5.61
96 C 0.18 2.29 5.34
97 O 0.42 3.71 5.47
98 C 1.81 3.97 5.58
99 H -5.54 -2.07 4.51
100 H -3.96 -2.76 3.92
101 H -5.01 -1.89 2.83
102 H -2.58 -0.92 2.57
103 H -2.07 -1.58 4.00
104 H -2.60 1.42 3.30
105 H -1.04 0.73 3.41
106 H -2.87 0.77 5.57
107 H -1.45 2.15 6.69
108 H -1.95 3.06 5.36
109 H 0.40 1.82 4.38
110 H 0.83 1.76 6.03
111 H 2.41 3.64 4.74
112 H 2.26 3.54 6.48
113 H 1.88 5.06 5.69
114 C -9.48 4.85 -0.59
115 O -8.27 4.95 0.18
116 C -8.42 4.79 1.64
117 C -8.73 3.39 2.00
118 N -7.76 2.45 1.37
119 C -6.43 2.45 2.00
120 C -5.49 1.28 1.55
121 O -4.72 1.68 0.43
122 C -3.54 0.85 0.34
123 H -10.05 3.95 -0.36
124 H -9.13 4.82 -1.62
125 H -10.11 5.74 -0.49
126 H -9.23 5.36 2.10
127 H -7.48 5.01 2.15
128 H -9.72 3.13 1.62
129 H -8.85 3.35 3.09
130 H -7.61 2.68 0.40
131 H -6.51 2.48 3.09
132 H -5.97 3.41 1.80
133 H -6.07 0.38 1.34
134 H -4.83 1.09 2.39
135 H -3.16 1.11 -0.64
136 H -3.72 -0.23 0.31
137 H -2.78 1.01 1.11
138 C -4.60 -3.32 0.34
139 C -4.01 -3.72 -1.02
140 C -3.88 -2.59 -2.07
141 O -5.18 -2.29 -2.51
142 C -5.19 -1.35 -3.63
143 N -2.72 -4.27 -0.74
144 H -4.61 -4.12 1.09
145 H -5.62 -2.94 0.36
146 H -3.94 -2.59 0.80
147 H -4.59 -4.54 -1.45
148 H -3.12 -2.90 -2.78
149 H -3.42 -1.70 -1.62
150 H -6.16 -0.88 -3.78
151 H -4.81 -1.74 -4.57
152 H -4.50 -0.52 -3.44
153 H -2.03 -3.57 -0.52
154 H -2.78 -4.78 0.13
155 C 5.23 0.04 3.44
156 C 4.40 0.95 2.44
157 C 3.85 0.09 1.20
158 O 4.95 -0.20 0.38
159 C 4.61 -1.16 -0.62
160 N 3.32 1.54 3.23
161 H 5.62 0.59 4.29
162 H 6.09 -0.28 2.84
163 H 4.68 -0.81 3.83
164 H 5.09 1.69 2.04
165 H 3.27 0.79 0.60
166 H 3.21 -0.74 1.48
167 H 5.42 -1.32 -1.33
168 H 3.79 -0.87 -1.28
169 H 4.32 -2.08 -0.12
170 H 2.59 0.85 3.38
171 H 2.91 2.34 2.77

Atomic partial charges in e from the Löwdin method, atoms 1 to 8: Cl 0.627; O -0.361; O -0.353; O -0.366; O -0.359; C -0.042; C -0.497; C -0.026

***

An isolated ion of composition C7H14NO3 and charge +1 in a non-equilibrium geometry, computed with wB97M-V/def2-TZVPD.

Computed properties:
- Relative energy (zero: lowest compared OMol25 entry of this formula, charge and spin): 30.5 kcal per mole
- Charge: +1

CARTESIAN COORDINATES (ANGSTROEM)
1 C -1.69 0.41 -0.98
2 C -0.39 0.15 -1.74
3 C -1.56 -1.90 0.00
4 C -2.20 -0.53 0.11
5 C 0.75 -0.90 0.02
6 C 3.44 0.32 -0.90
7 C 2.80 0.18 0.50
8 N -1.90 -0.02 1.46
9 O 0.71 0.03 -0.86
10 O -0.09 -1.83 0.19
11 O 1.79 -0.90 0.77
12 H -1.73 1.44 -0.57
13 H -2.52 0.54 -1.66
14 H -0.54 -0.67 -2.35
15 H -0.05 1.01 -2.32
16 H -1.85 -2.54 0.95
17 H -1.89 -2.34 -1.01
18 H -3.32 -0.86 0.00
19 H 4.39 -0.24 -0.93
20 H 2.85 0.01 -1.71
21 H 3.72 1.38 -0.99
22 H 2.21 1.04 0.59
23 H 3.51 0.17 1.24
24 H -2.00 0.96 1.45
25 H -2.52 -0.47 2.13

Atomic partial charges in e from the natural (NBO) method, atoms 1 to 8: C -0.481; C -0.080; C -0.081; C -0.088; C 1.088; C -0.640; C -0.053; N -0.842

***

no.,molecular weight (g/mol)
1,954.2
2,184.4
3,190.2
4,409.5
5,1003.8
6,160.2